[1]
C37H40MgNO2S4Te | wB97M-V/def2-TZVPD

Structure (XYZ):
```
86
Properties=species:S:1:pos:R:3
Mg 0.301 1.026 0.683
C -0.526 4.662 1.169
C 0.059 4.880 -0.218
S 1.185 3.570 -0.805
C 2.753 4.070 -0.013
C 2.981 3.476 1.368
S 2.878 1.668 1.227
C 3.096 1.136 2.944
C 2.028 1.611 3.919
S 0.332 1.123 3.429
C -0.588 2.643 3.845
C -1.784 2.849 2.934
S -1.407 3.066 1.176
H -1.252 5.445 1.389
H 0.247 4.669 1.936
H 0.613 5.818 -0.259
H -0.735 4.909 -0.964
H 2.767 5.158 0.028
H 3.531 3.735 -0.699
H 2.243 3.837 2.084
H 3.979 3.728 1.730
H 4.077 1.472 3.280
H 3.112 0.048 2.872
H 2.049 2.693 4.033
H 2.221 1.169 4.896
H 0.099 3.488 3.803
H -0.938 2.535 4.872
H -2.359 3.712 3.268
H -2.437 1.975 2.942
C -2.654 -4.901 -1.650
C -2.317 -3.540 -1.104
C -3.274 -2.728 -0.520
C -3.000 -1.447 -0.038
C -4.133 -0.744 0.639
O -4.891 -1.375 1.346
C -4.402 0.702 0.373
C -5.104 1.428 1.333
C -5.522 2.723 1.065
C -5.257 3.291 -0.174
C -4.556 2.571 -1.132
C -4.121 1.284 -0.859
C -1.682 -0.943 -0.078
O -1.330 0.229 0.434
C -0.701 -1.807 -0.645
C -1.016 -3.052 -1.155
C 0.637 -1.190 -0.640
N 1.232 -0.913 0.477
C 0.845 -1.679 1.671
C 1.431 -3.091 1.661
Te 3.573 -3.153 1.278
C 3.270 -3.978 -0.659
C 3.799 -3.384 -1.797
C 3.505 -3.900 -3.052
C 2.686 -5.012 -3.176
C 2.180 -5.626 -2.038
C 2.478 -5.116 -0.783
C 1.179 -0.643 -1.897
C 2.395 0.051 -1.902
C 2.914 0.545 -3.084
C 2.241 0.336 -4.282
C 1.047 -0.370 -4.293
C 0.514 -0.850 -3.108
H -3.690 -5.156 -1.440
H -2.009 -5.668 -1.219
H -2.509 -4.931 -2.732
H -4.293 -3.086 -0.435
H -5.339 0.951 2.276
H -6.081 3.275 1.810
H -5.612 4.290 -0.397
H -4.367 3.011 -2.103
H -3.604 0.714 -1.620
H -0.221 -3.667 -1.568
H -0.242 -1.746 1.778
H 1.233 -1.150 2.542
H 0.990 -3.667 0.850
H 1.219 -3.589 2.604
H 4.441 -2.519 -1.707
H 3.916 -3.425 -3.934
H 2.454 -5.411 -4.154
H 1.559 -6.508 -2.124
H 2.095 -5.612 0.101
H 2.943 0.160 -0.976
H 3.857 1.077 -3.080
H 2.657 0.711 -5.208
H 0.531 -0.549 -5.226
H -0.418 -1.397 -3.119
```

DFT total energy in eV: -100679.9754
HOMO level in eV: -9.969
Energy relative to the best compared isomer or geometry (same formula, charge and spin) in kcal/mol: 12.01
Total charge: +1
Molecular weight in u: 810.9
HOMO-LUMO gap in eV: 7.23
LUMO energy in eV: -2.742

Charges obtained by Mulliken population analysis, quoted in units of e:
1 Mg 0.777
2 C -0.663
3 C -1.126
4 S 0.183
5 C -0.984
6 C -0.448
7 S 0.315
8 C -0.868
9 C -0.915
10 S 0.014
11 C -0.780
12 C -0.862
13 S 0.250
14 H 0.511
15 H 0.187
16 H 0.533
17 H 0.443
18 H 0.508
19 H 0.433
20 H 0.002
21 H 0.540
22 H 0.635
23 H 0.189
24 H 0.477
25 H 0.513
26 H 0.446
27 H 0.529
28 H 0.657
29 H 0.339
30 C -1.656
31 C 0.725
32 C -0.689
33 C 0.999
34 C -0.443
35 O -0.616
36 C 0.455
37 C -0.344
38 C -0.633
39 C -0.426
40 C -0.810
41 C -0.136
42 C 0.110
43 O -0.870
44 C -0.822
45 C -0.070
46 C 0.240
47 N 0.332
48 C -0.391
49 C -1.220
50 Te 0.150
51 C -0.147
52 C -0.143
53 C -0.496
54 C -0.486
55 C -0.575
56 C -0.397
57 C 0.570
58 C -0.046
59 C -1.245
60 C -0.684
61 C -1.000
62 C -0.587
63 H 0.380
64 H 0.361
65 H 0.337
66 H 0.431
67 H 0.521
68 H 0.438
69 H 0.436
70 H 0.446
71 H 0.455
72 H 0.494
73 H 0.154
74 H 0.283
75 H 0.084
76 H 0.639
77 H 0.396
78 H 0.422
79 H 0.413
80 H 0.450
81 H 0.501
82 H 0.913
83 H 0.510
84 H 0.476
85 H 0.488
86 H 0.489

[2]
C37H40N2O5 | wB97M-V/def2-TZVPD

Structure (XYZ):
```
84
Properties=species:S:1:pos:R:3
C 1.681 -4.483 3.873
O 0.263 -4.306 4.108
C -0.332 -3.140 3.748
C -1.610 -2.872 4.283
C -2.151 -1.618 4.150
N -1.502 -0.636 3.470
C -1.988 0.795 3.587
C -2.379 1.460 2.299
C -3.465 0.953 1.621
C -3.546 0.394 0.285
C -2.845 0.906 -0.834
C -3.208 0.537 -2.111
C -4.171 -0.489 -2.303
O -4.598 -0.721 -3.572
C -5.482 -1.847 -3.793
C -4.660 -1.206 -1.185
C -4.401 -0.715 0.078
C -1.787 2.763 1.940
C -1.415 3.703 3.051
O -1.580 3.076 0.756
C -0.333 -0.916 2.831
C 0.287 -2.144 2.964
H 1.907 -5.444 4.335
H 1.900 -4.532 2.798
H 2.270 -3.693 4.361
H -2.122 -3.626 4.871
H -3.110 -1.334 4.586
H -2.854 0.762 4.262
H -1.183 1.366 4.066
H -4.271 0.615 2.278
H -2.065 1.648 -0.678
H -2.796 1.039 -2.985
H -5.694 -1.808 -4.864
H -4.983 -2.794 -3.533
H -6.415 -1.745 -3.217
H -5.297 -2.086 -1.319
H -4.874 -1.186 0.944
H -0.453 3.379 3.475
H -1.310 4.723 2.656
H -2.188 3.693 3.834
H 0.110 -0.113 2.233
H 1.270 -2.302 2.517
C -8.659 2.004 2.144
C -7.987 1.903 0.790
C -7.539 0.470 0.542
C -8.889 2.412 -0.327
O -6.826 2.839 0.704
C -5.782 2.656 1.535
C -4.547 3.244 0.955
N -4.251 4.457 1.281
C -3.500 5.330 0.614
C -3.010 6.483 1.370
C -2.066 7.425 0.897
C -1.508 8.363 1.768
C -1.886 8.385 3.117
C -2.890 7.519 3.577
C -3.474 6.609 2.695
C -3.104 4.992 -0.757
C -1.752 5.076 -1.130
C -1.344 4.696 -2.406
C -2.287 4.220 -3.322
C -3.629 4.094 -2.947
C -4.037 4.454 -1.664
O -5.814 2.108 2.626
H -9.073 3.007 2.299
H -9.480 1.274 2.206
H -7.938 1.785 2.937
H -7.008 0.388 -0.413
H -6.879 0.138 1.355
H -8.402 -0.210 0.510
H -8.335 2.464 -1.272
H -9.759 1.758 -0.474
H -9.251 3.421 -0.087
H -4.020 2.717 0.144
H -1.764 7.406 -0.147
H -0.764 9.076 1.402
H -1.412 9.087 3.805
H -3.217 7.544 4.616
H -4.278 5.953 3.025
H -1.028 5.402 -0.386
H -0.286 4.764 -2.662
H -1.969 3.954 -4.331
H -4.371 3.699 -3.647
H -5.083 4.343 -1.366
```

DFT total energy in eV: -52229.5058
HOMO level in eV: -4.348
Energy relative to the best compared isomer or geometry (same formula, charge and spin) in kcal/mol: 120.16
Molecular weight in u: 592.7
HOMO-LUMO gap in eV: 3.15
LUMO energy in eV: -1.195

Charges obtained by Mulliken population analysis, quoted in units of e:
1 C -0.787
2 O -0.393
3 C 0.936
4 C -0.828
5 C 0.088
6 N 0.477
7 C -2.157
8 C 0.678
9 C -1.147
10 C 1.620
11 C -0.011
12 C -0.810
13 C 0.908
14 O -0.467
15 C -0.831
16 C -0.716
17 C -0.915
18 C 0.904
19 C -1.786
20 O -0.520
21 C -0.126
22 C -0.669
23 H 0.240
24 H 0.330
25 H 0.370
26 H 0.454
27 H 0.399
28 H 0.328
29 H 0.229
30 H 0.414
31 H 0.448
32 H 0.514
33 H 0.256
34 H 0.329
35 H 0.316
36 H 0.333
37 H 0.329
38 H 0.564
39 H 0.344
40 H 0.307
41 H 0.437
42 H 0.379
43 C -1.605
44 C 1.764
45 C -1.411
46 C -1.827
47 O -0.361
48 C -0.695
49 C -0.278
50 N -0.403
51 C -0.447
52 C 0.773
53 C -0.250
54 C -0.777
55 C -0.439
56 C -0.672
57 C -0.331
58 C 0.857
59 C -0.316
60 C -1.067
61 C -0.489
62 C -0.707
63 C -0.228
64 O -0.702
65 H 0.367
66 H 0.441
67 H 0.297
68 H 0.245
69 H 0.280
70 H 0.554
71 H 0.386
72 H 0.389
73 H 0.397
74 H 1.095
75 H 0.620
76 H 0.371
77 H 0.370
78 H 0.371
79 H 0.428
80 H 0.557
81 H 0.358
82 H 0.422
83 H 0.381
84 H 0.513